No. 1
{
  "formula": "C48H41F2N4NiO2S",
  "method": "ωB97M-V/def2-TZVPD",
  "symbols": ["Ni", "O", "C", "C", "C", "C", "C", "C", "C", "C", "C", "O", "C", "C", "C", "C", "C", "C", "C", "C", "C", "C", "C", "C", "N", "C", "C", "C", "C", "C", "C", "C", "C", "C", "C", "C", "C", "H", "H", "H", "H", "H", "H", "H", "H", "H", "H", "H", "H", "H", "H", "H", "H", "H", "H", "H", "H", "H", "H", "H", "H", "H", "H", "H", "F", "C", "C", "C", "C", "C", "F", "C", "C", "C", "C", "C", "C", "N", "H", "H", "H", "H", "H", "H", "C", "N", "C", "C", "N", "C", "S", "H", "H", "H", "H", "H", "H", "H", "H"],
  "xyz": [[0.01710, -0.21310, 0.12710], [0.21680, 1.66420, -0.31590], [1.09010, 2.11340, -1.24640], [1.99930, 0.92990, -1.78370], [2.79170, 0.42080, -0.62250], [4.07760, 0.85710, -0.32730], [4.67120, 0.43250, 0.85120], [3.99210, -0.44360, 1.68330], [2.72710, -0.88050, 1.30720], [1.92270, -1.82510, 2.13830], [0.79670, -1.02310, 2.90760], [-0.02250, -0.34000, 2.07960], [-0.15130, -1.92250, 3.71110], [-1.08590, -1.24020, 4.49000], [-2.08990, -1.91200, 5.15660], [-2.18880, -3.29020, 5.05160], [-1.27650, -3.97650, 4.27260], [-0.26800, -3.29940, 3.60150], [1.55840, -0.12010, 3.88570], [2.24840, -0.64660, 4.97030], [2.99550, 0.18110, 5.78900], [3.05030, 1.54230, 5.53550], [2.33280, 2.07570, 4.47840], [1.58480, 1.24710, 3.66300], [2.14890, -0.43220, 0.18620], [2.07300, 3.15310, -0.70600], [2.05830, 3.47030, 0.64160], [2.96350, 4.37610, 1.16350], [3.88040, 4.99950, 0.33450], [3.88120, 4.71240, -1.02180], [2.99010, 3.78970, -1.53690], [0.20690, 2.75950, -2.32250], [0.05320, 4.14300, -2.34020], [-0.90010, 4.75210, -3.13340], [-1.73810, 3.98880, -3.92410], [-1.60650, 2.61030, -3.90570], [-0.65040, 2.00050, -3.11160], [1.31110, 0.15040, -2.11600], [2.62870, 1.27190, -2.60510], [4.60080, 1.52290, -0.99830], [5.65540, 0.79040, 1.12170], [4.44900, -0.78700, 2.60040], [1.40850, -2.52480, 1.48170], [2.55880, -2.36310, 2.84480], [-1.02770, -0.16340, 4.53800], [-2.80820, -1.35840, 5.74710], [-2.97500, -3.82040, 5.57310], [-1.35570, -5.05100, 4.17470], [0.41860, -3.86260, 2.98710], [2.19470, -1.70750, 5.17920], [3.54180, -0.23220, 6.62800], [3.65170, 2.18510, 6.16500], [2.35900, 3.14050, 4.29200], [0.99660, 1.61840, 2.83710], [1.31050, 2.99370, 1.25500], [2.95000, 4.60470, 2.22100], [4.58900, 5.71240, 0.73730], [4.57620, 5.21700, -1.68250], [2.99360, 3.58300, -2.59940], [0.65760, 4.75840, -1.69230], [-1.00220, 5.82920, -3.11070], [-2.49920, 4.46330, -4.53070], [-2.27460, 2.00250, -4.50150], [-0.60840, 0.92190, -3.06390], [-5.33990, -1.02520, 0.50170], [-4.09580, -1.50380, 0.18870], [-3.02550, -0.63690, 0.10910], [-1.74090, -1.10280, -0.18910], [-1.60130, -2.49680, -0.41090], [-2.71280, -3.32700, -0.36660], [-2.60760, -4.65710, -0.67570], [-3.97540, -2.85680, -0.07170], [-0.25460, -3.01200, -0.67920], [0.20920, -4.23710, -0.19640], [1.50760, -4.62060, -0.47030], [2.29650, -3.80170, -1.26450], [1.76190, -2.59780, -1.68700], [0.54050, -2.18780, -1.37620], [-3.17720, 0.41420, 0.30280], [-4.81990, -3.52510, -0.03640], [-0.42180, -4.85200, 0.42530], [1.90100, -5.54050, -0.06120], [3.29700, -4.08810, -1.55180], [2.35930, -1.92770, -2.29590], [-4.69790, 2.45390, -1.37890], [-4.65500, 3.48140, -0.38190], [-5.87630, 3.97920, 0.20760], [-5.37700, 4.86970, 1.35680], [-4.01640, 4.40850, 1.52090], [-3.58040, 3.70800, 0.42400], [-2.03300, 3.25590, 0.14560], [-5.00430, 2.86590, -2.34350], [-5.40260, 1.66660, -1.09240], [-3.69920, 2.03020, -1.47490], [-6.49510, 3.14930, 0.57600], [-6.45680, 4.53820, -0.53310], [-5.95030, 4.72610, 2.27880], [-5.41800, 5.93630, 1.08870], [-3.33850, 4.93270, 2.04880]],
  "forces_ev_per_angstrom": [[-0.95, -0.95, 0.67], [0.33, -0.24, 0.14], [0.07, -0.02, -0.64], [-0.44, 0.41, 0.10], [0.12, -0.19, -0.03], [0.20, -0.21, 0.07], [-0.17, -0.01, -0.13], [0.09, -0.05, -0.20], [0.18, 0.06, 0.01], [-0.66, 0.24, 0.29], [0.23, -0.79, 0.20], [-0.01, 0.34, -0.95], [0.05, -0.13, 0.02], [-0.04, -0.09, 0.09], [0.02, 0.19, 0.01], [-0.06, -0.22, 0.06], [-0.15, -0.19, 0.06], [0.20, 0.16, 0.01], [-0.20, 0.14, -0.05], [0.06, 0.01, -0.02], [0.11, -0.07, 0.11], [0.13, 0.17, 0.10], [0.07, 0.12, 0.09], [-0.13, -0.16, -0.15], [0.08, 0.80, 0.36], [-0.08, 0.08, 0.14], [-0.15, -0.13, -0.10], [0.12, 0.16, 0.10], [0.13, 0.11, 0.12], [0.14, 0.06, -0.14], [0.03, -0.04, 0.06], [0.20, 0.32, -0.13], [0.04, -0.03, -0.09], [-0.11, 0.13, -0.08], [-0.06, 0.12, -0.06], [-0.09, -0.17, -0.09], [0.13, -0.05, 0.02], [0.08, 0.00, -0.17], [0.10, -0.08, 0.00], [-0.08, 0.09, -0.02], [0.06, 0.00, 0.01], [-0.11, -0.06, 0.10], [0.06, -0.12, -0.05], [0.00, -0.03, -0.09], [0.02, 0.12, 0.01], [-0.03, 0.02, 0.04], [-0.03, -0.05, -0.01], [0.00, -0.09, -0.01], [0.14, -0.04, -0.10], [0.00, -0.10, 0.00], [0.00, -0.03, 0.03], [0.00, 0.04, 0.05], [0.00, 0.09, -0.03], [-0.05, 0.05, -0.11], [-0.09, -0.09, 0.05], [0.00, 0.01, 0.06], [0.00, 0.03, 0.02], [0.04, -0.01, 0.00], [-0.03, -0.04, -0.08], [0.02, 0.05, 0.00], [-0.03, 0.06, 0.00], [-0.02, -0.02, -0.05], [-0.03, -0.08, -0.04], [0.03, -0.15, 0.01], [0.36, -0.10, -0.08], [0.03, -0.03, -0.24], [0.19, 0.24, -0.02], [0.43, 0.08, 0.77], [-0.14, 0.29, -0.01], [-0.10, 0.18, -0.12], [0.06, 0.27, 0.16], [-0.10, -0.06, 0.14], [0.26, -0.01, -0.13], [0.12, -0.04, 0.06], [-0.08, 0.07, -0.05], [0.00, -0.06, -0.05], [0.16, -0.18, 0.02], [-0.21, -0.29, -0.33], [-0.03, 0.16, 0.14], [-0.11, -0.04, -0.02], [-0.12, -0.01, 0.00], [0.02, -0.11, -0.03], [0.10, 0.02, 0.03], [0.00, 0.09, 0.03], [0.04, -0.11, -0.29], [-0.10, 0.22, 0.42], [-0.23, 0.01, 0.05], [-0.17, 0.23, 0.11], [-0.17, -0.05, -0.04], [0.18, 0.28, 0.07], [0.17, -0.22, 0.08], [0.00, -0.02, -0.04], [0.02, -0.03, 0.04], [-0.01, 0.02, -0.06], [0.02, 0.04, -0.01], [-0.05, -0.04, 0.11], [-0.03, 0.04, -0.18], [-0.01, -0.16, -0.02], [0.01, -0.12, -0.12]],
  "de_lowest_ev": 1.802,
  "lumo_energy_ev": [2.510, 2.510],
  "orbital_gap_ev": [6.96, 6.96],
  "homo_ev": [-4.4505, -4.4491],
  "charge": -1,
  "total_energy_ev": -117811.5976
}


No. 2
{
  "formula": "C48H41F8N3O2",
  "method": "ωB97M-V/def2-TZVPD",
  "symbols": ["C", "C", "C", "C", "C", "N", "C", "F", "C", "C", "C", "C", "N", "C", "O", "N", "F", "C", "O", "H", "H", "H", "H", "H", "H", "H", "H", "H", "H", "H", "F", "C", "C", "C", "C", "C", "C", "H", "H", "H", "H", "H", "F", "C", "C", "C", "C", "C", "C", "H", "H", "H", "H", "H", "F", "C", "C", "C", "C", "C", "C", "H", "H", "H", "H", "H", "F", "C", "C", "C", "C", "C", "C", "H", "H", "H", "H", "H", "F", "C", "C", "C", "C", "C", "C", "H", "H", "H", "H", "H", "F", "C", "C", "C", "C", "C", "C", "H", "H", "H", "H", "H"],
  "xyz": [[0.43078, -1.02376, 1.56612], [-0.68178, -0.64719, 0.95424], [-1.24099, 0.71138, 1.22503], [-2.44119, 0.81931, 1.95649], [-3.14463, -0.44974, 2.39678], [-3.87569, -1.07557, 1.26320], [-2.95833, 2.07613, 2.24237], [-4.08655, 2.18594, 2.95370], [-2.31169, 3.20990, 1.78692], [-1.13856, 3.08767, 1.05120], [-0.57005, 1.85282, 0.73323], [0.67204, 1.78015, -0.12421], [1.92802, 1.59575, 0.61164], [-0.70248, 4.47298, 0.69934], [0.10224, 4.82992, -0.09254], [-1.49884, 5.40630, 1.49516], [-0.74587, 5.62486, 2.66972], [-2.66450, 4.62951, 1.93360], [-3.67662, 5.13786, 2.27075], [0.84209, -0.37477, 2.31869], [0.92735, -1.95374, 1.34453], [-1.22099, -1.30339, 0.28659], [-2.41991, -1.14182, 2.80733], [-3.90511, -0.16473, 3.11461], [-3.35151, -0.95038, 0.40512], [-4.71206, -0.51597, 1.13166], [0.55470, 0.95146, -0.82120], [0.73299, 2.69106, -0.70616], [1.81291, 1.65234, 1.60943], [2.38980, 0.74057, 0.34772], [0.68562, -1.73051, -1.72146], [1.36108, -2.90542, -1.77445], [1.19873, -3.81078, -0.74655], [1.88995, -5.01354, -0.79640], [2.73442, -5.28227, -1.86361], [2.88095, -4.35427, -2.88708], [2.18610, -3.15434, -2.85108], [0.53794, -3.57791, 0.07755], [1.77197, -5.73423, 0.00156], [3.28256, -6.21338, -1.89767], [3.54396, -4.56237, -3.71645], [2.28152, -2.42105, -3.63700], [5.35538, -4.67920, -0.85839], [6.44108, -3.95421, -1.19550], [7.55720, -4.59994, -1.68744], [8.66637, -3.84177, -2.03498], [8.64733, -2.46202, -1.88008], [7.51396, -1.83457, -1.37998], [6.39757, -2.58325, -1.03771], [7.55303, -5.67666, -1.79360], [9.54772, -4.33091, -2.42750], [9.51587, -1.87607, -2.14929], [7.49670, -0.76007, -1.25426], [5.50101, -2.11510, -0.65319], [-8.45632, 7.67568, -0.06100], [-8.20414, 7.07348, 1.11989], [-9.19778, 7.03956, 2.07725], [-8.93516, 6.41640, 3.28883], [-7.69108, 5.84741, 3.52666], [-6.70365, 5.89602, 2.55030], [-6.96182, 6.51088, 1.33348], [-10.15740, 7.49522, 1.87246], [-9.70490, 6.37603, 4.04810], [-7.49025, 5.36551, 4.47446], [-5.72953, 5.45824, 2.72765], [-6.21009, 6.55620, 0.55628], [6.46085, 1.94199, -0.61600], [6.05329, 2.94604, 0.19429], [4.70959, 3.25281, 0.25254], [4.29489, 4.27839, 1.08784], [5.22346, 4.98381, 1.84188], [6.57156, 4.65887, 1.76427], [6.99553, 3.62826, 0.93763], [4.00113, 2.69857, -0.34357], [3.24298, 4.52505, 1.14690], [4.89641, 5.78644, 2.48952], [7.29679, 5.20922, 2.34848], [8.03980, 3.35378, 0.86766], [1.56987, -1.90170, -5.47232], [0.25992, -1.73241, -5.75968], [-0.14185, -0.57566, -6.39484], [-1.48786, -0.41045, -6.68718], [-2.40506, -1.39185, -6.33563], [-1.97564, -2.54519, -5.69307], [-0.63072, -2.72422, -5.40346], [0.58934, 0.17864, -6.65325], [-1.82040, 0.48714, -7.19068], [-3.45404, -1.25720, -6.56299], [-2.68903, -3.30924, -5.41519], [-0.27230, -3.61760, -4.90873], [-0.48522, -5.05696, 2.29720], [-1.80973, -5.13732, 2.55707], [-2.62903, -4.09746, 2.16979], [-3.98838, -4.17914, 2.43035], [-4.50610, -5.29321, 3.07856], [-3.66205, -6.32715, 3.46361], [-2.30116, -6.25544, 3.19944], [-2.20695, -3.23588, 1.66920], [-4.63433, -3.37066, 2.12049], [-5.56660, -5.35513, 3.28313], [-4.06272, -7.19396, 3.97183], [-1.62763, -7.05276, 3.48404]],
  "forces_ev_per_angstrom": [[-0.29, -0.10, -0.18], [0.12, 0.47, 0.38], [-0.11, 0.33, -0.17], [0.29, -0.20, 0.14], [-0.48, 0.65, -0.85], [0.04, 0.38, 0.34], [0.06, -0.13, -0.27], [0.06, 0.00, -0.05], [-0.08, -0.37, 0.14], [-0.03, -0.14, -0.01], [-0.24, 0.05, 0.12], [0.05, -0.31, 0.02], [-0.16, 0.37, -0.23], [0.15, -0.63, 0.36], [0.48, 0.35, -0.24], [-0.44, 0.37, -0.59], [0.09, 0.02, 0.10], [0.62, -0.23, 0.07], [-0.47, 0.30, 0.38], [0.38, 0.05, 0.08], [0.00, -0.17, 0.18], [0.13, -0.05, -0.30], [-0.03, -0.15, 0.22], [0.13, -0.32, 0.43], [0.06, -0.14, -0.06], [-0.12, -0.16, -0.12], [-0.07, -0.08, -0.08], [-0.03, 0.13, -0.12], [0.07, -0.09, 0.10], [-0.03, -0.15, 0.22], [-0.01, 0.01, -0.03], [0.09, -0.19, 0.03], [-0.15, 0.04, 0.14], [0.08, 0.04, -0.13], [-0.10, -0.06, -0.09], [-0.08, -0.09, 0.13], [0.11, 0.16, 0.00], [-0.05, -0.08, -0.02], [-0.02, 0.02, 0.02], [0.01, 0.00, 0.01], [0.00, 0.01, -0.01], [0.04, -0.05, 0.14], [0.12, -0.04, 0.06], [0.11, 0.16, -0.03], [0.00, -0.17, -0.03], [-0.06, 0.11, 0.04], [0.04, 0.00, -0.02], [0.05, -0.07, -0.03], [-0.12, 0.08, 0.05], [-0.03, 0.01, 0.00], [0.00, -0.02, 0.01], [0.00, 0.00, 0.00], [-0.03, 0.01, -0.01], [-0.01, -0.03, 0.00], [-0.01, 0.01, -0.02], [0.04, -0.08, 0.15], [-0.16, 0.06, -0.02], [0.12, -0.03, -0.03], [-0.01, -0.01, 0.01], [-0.08, -0.04, 0.09], [0.10, 0.00, -0.12], [0.01, 0.00, -0.03], [-0.01, 0.02, 0.00], [0.01, 0.00, 0.00], [-0.22, 0.07, 0.00], [-0.01, 0.03, 0.01], [0.01, -0.02, -0.01], [-0.06, 0.18, 0.14], [0.03, -0.09, -0.19], [0.11, 0.05, 0.07], [-0.01, 0.02, 0.02], [-0.11, -0.02, -0.03], [0.17, -0.05, -0.01], [-0.04, -0.02, 0.04], [-0.02, -0.02, -0.04], [0.01, 0.00, 0.00], [0.02, -0.01, 0.01], [-0.01, -0.01, -0.02], [-0.04, 0.13, -0.32], [-0.21, 0.00, -0.01], [0.12, 0.13, -0.04], [-0.03, -0.11, 0.05], [-0.04, 0.01, -0.01], [0.02, 0.10, -0.05], [0.05, -0.16, 0.09], [0.01, -0.02, 0.00], [0.01, 0.02, 0.00], [0.00, 0.00, 0.00], [0.01, -0.02, 0.00], [0.02, 0.03, 0.01], [0.04, 0.01, -0.02], [-0.20, -0.02, 0.04], [0.09, 0.15, -0.09], [-0.07, -0.19, 0.09], [0.03, -0.02, 0.02], [-0.02, 0.11, -0.06], [0.10, -0.13, 0.05], [-0.01, -0.01, -0.02], [0.05, 0.05, -0.02], [0.00, -0.01, 0.00], [0.01, -0.02, -0.01], [0.02, 0.02, 0.00]],
  "lumo_energy_ev": -0.973,
  "orbital_gap_ev": 8.07,
  "smiles": "C=Cc1c(CN)c(F)c2c(c1CN)C(=O)N(F)C2=O.Fc1ccccc1.Fc1ccccc1.Fc1ccccc1.Fc1ccccc1.Fc1ccccc1.Fc1ccccc1",
  "homo_ev": -9.0434,
  "total_energy_ev": -80742.8317
}